The following is a DFT calculation (the ωB97M-V functional and the def2-TZVPD basis) of an isolated ion of composition C4H10BrN2 and charge +1 at a distorted geometry.

F_max (eV Å⁻¹): 7.02
Highest occupied orbital energy (Eh): -0.491
Net charge: +1
ΔE to the lowest compared entry with this formula, charge and spin (kJ/mol): 201.2
Orbital gap (eV): 10.0
Lowest unoccupied orbital energy (Eh): -0.1250
Spin multiplicity: 1

The geometry in XYZ format:
```
17
Properties=species:S:1:pos:R:3:forces:R:3:nbo_charge:R:1
H 0.035703 -0.301801 -3.527711 -0.5 1.1 1.1 0.420
N 0.019034 0.023783 -2.535456 2.5 -3.3 -1.8 -0.656
C -0.651024 0.854781 -2.002236 -4.5 4.2 3.4 0.191
C -0.504953 1.169070 -0.301230 2.1 -1.5 -3.7 -0.293
Br 0.457255 2.945593 -0.496704 -0.6 -1.1 0.8 0.025
C 0.386507 0.032005 0.277641 -3.1 -0.8 0.0 -0.100
C -0.315051 -1.412054 0.426225 -1.6 2.1 -0.6 -0.635
N 0.995195 0.559929 1.490775 -1.8 -1.0 1.8 -0.674
H -1.503885 1.601472 -2.344132 1.7 -1.5 0.0 0.183
H -1.424904 1.235527 0.221470 -1.0 0.6 0.2 0.227
H 1.171594 -0.104669 -0.363377 2.0 -0.3 -1.9 0.232
H -0.489814 -1.698080 1.495437 0.3 0.0 -1.0 0.230
H -1.340932 -1.314281 -0.089533 1.4 -0.3 1.0 0.248
H 0.238288 -2.118895 -0.194964 0.0 -0.1 0.6 0.260
H 1.557843 -0.133825 1.975623 0.8 0.3 -0.2 0.448
H 0.255456 0.804600 2.179877 0.6 0.2 -0.5 0.434
H 1.410654 1.383642 1.105535 1.3 1.3 0.7 0.460
```
Forces are in eV/Å.